[1]
ORCA calculation (ωB97M-V/def2-TZVPD) on a structure of composition C36H46AsBrN4RuSi.

```
90
Properties=species:S:1:pos:R:3:forces:R:3:lowdin_spin:R:1
Ru 1.12848 1.73049 0.48809 -0.13 -0.05 -0.30 3.18
C 3.67879 -5.45179 0.78849 -0.01 -0.04 0.00 0.00
C 3.70503 -3.96374 0.98099 0.01 0.02 0.01 0.00
C 4.30103 -3.37093 2.08875 0.02 0.03 0.03 0.00
C 4.31817 -1.99161 2.21923 -0.07 -0.05 -0.02 0.00
C 3.71876 -1.26772 1.20457 -0.04 0.04 0.06 0.00
Br 3.69379 0.64564 1.33540 0.16 -0.13 0.04 0.04
N 3.14726 -1.78082 0.14490 0.03 0.00 -0.04 0.00
C 3.14261 -3.10959 0.04022 -0.01 -0.01 -0.02 0.00
H 3.90482 -5.97205 1.71778 0.00 0.00 0.00 0.00
H 4.41675 -5.76093 0.04661 0.00 0.01 0.00 0.00
H 2.70197 -5.78779 0.43953 0.00 0.00 -0.01 0.00
H 4.75304 -3.98767 2.85593 0.00 -0.01 0.00 0.00
H 4.76808 -1.50267 3.07021 0.00 0.01 0.01 0.00
H 2.65701 -3.51007 -0.84436 -0.01 0.00 -0.01 0.00
C -5.56512 -3.50328 1.31381 -0.02 -0.02 0.01 0.00
C -4.28164 -2.99101 0.72631 0.06 -0.01 -0.03 0.00
C -3.97486 -1.63753 0.73805 0.02 0.02 0.01 0.00
C -2.79588 -1.13711 0.19511 -0.08 0.02 0.03 0.00
C -2.63408 0.36059 0.18452 -0.01 0.01 0.00 0.01
C -1.87887 -2.03537 -0.36743 0.01 0.00 -0.08 0.03
As -0.13446 -1.46864 -1.05292 -0.02 -0.07 -0.15 0.07
N 0.33252 -0.41861 0.43384 0.20 0.10 0.10 0.54
C 0.31059 -1.01332 1.65227 0.04 0.06 -0.07 0.04
C 0.21397 -2.40991 1.87117 0.01 -0.08 0.05 0.11
C 0.12495 -2.91437 3.14940 0.01 0.02 -0.02 -0.01
C 0.12364 -2.06115 4.25254 0.01 0.00 0.02 0.14
C 0.25415 -0.68619 4.06947 0.05 -0.06 -0.07 -0.01
C 0.36998 -0.17927 2.79471 0.07 0.13 0.13 0.14
C -0.49968 -0.08516 -2.39467 -0.21 -0.10 -0.05 0.01
C -1.70425 -0.01142 -3.12610 0.03 0.04 -0.01 0.00
C -2.83923 -1.00767 -3.05630 0.05 -0.05 -0.01 0.00
C -1.84793 1.00095 -4.06934 0.04 0.05 -0.03 0.00
C -0.83630 1.90358 -4.37178 -0.04 -0.09 0.05 0.00
C -1.04967 3.01226 -5.35872 -0.01 0.03 -0.04 0.00
C 0.38351 1.72021 -3.74467 -0.02 -0.01 0.03 0.00
C 0.56792 0.73681 -2.77775 0.16 0.12 0.01 0.01
C 1.96695 0.57820 -2.23903 0.01 -0.03 0.07 0.04
C -2.16674 -3.40872 -0.39226 0.00 0.00 0.02 0.00
C -1.26265 -4.45467 -0.99976 0.02 -0.01 -0.03 0.00
C -3.36394 -3.85952 0.15176 -0.02 0.04 0.04 0.00
H -6.14801 -2.69647 1.75469 0.00 0.00 0.00 0.00
H -5.37115 -4.24535 2.08941 0.01 0.00 0.00 0.00
H -6.17678 -3.98465 0.54945 0.00 0.00 0.00 0.00
H -4.68161 -0.94205 1.17761 0.00 0.01 0.00 0.00
H -3.16452 0.79719 1.03052 -0.01 0.00 -0.02 0.00
H -3.06244 0.78683 -0.72722 0.00 0.00 0.02 0.00
H -1.59568 0.68694 0.22814 -0.05 -0.02 0.01 0.01
H 0.24122 -3.08797 1.02837 0.00 0.00 0.02 0.00
H 0.05517 -3.98414 3.29554 0.00 -0.01 0.01 0.00
H 0.03841 -2.46594 5.25182 0.00 -0.02 0.00 0.01
H 0.27557 -0.02066 4.92153 -0.01 0.00 0.01 0.00
H 0.48352 0.89830 2.66319 -0.10 -0.02 0.00 0.03
H -2.48334 -2.03305 -2.96650 0.02 0.00 0.03 0.00
H -3.40899 -0.94520 -3.98192 -0.03 0.00 0.02 0.00
H -3.52577 -0.83082 -2.22992 0.00 0.02 0.01 0.00
H -2.78200 1.06212 -4.61668 -0.01 0.00 -0.01 0.00
H -1.81220 2.75220 -6.09172 0.00 0.00 0.00 0.00
H -0.12947 3.25306 -5.89017 0.00 0.01 0.00 0.00
H -1.38292 3.91725 -4.84504 0.00 0.00 0.00 0.00
H 1.22639 2.34349 -4.02493 0.01 0.01 0.00 0.00
H 2.68753 0.89001 -2.99513 0.02 -0.04 0.01 0.00
H 2.21426 -0.43508 -1.92393 -0.02 -0.01 0.03 0.00
H 2.18281 1.22695 -1.37250 0.06 0.09 0.02 0.02
H -0.24602 -4.10621 -1.17300 0.00 0.02 0.02 0.00
H -1.65681 -4.78474 -1.96371 0.01 0.01 0.00 0.00
H -1.21456 -5.33413 -0.35667 -0.02 -0.01 0.00 0.00
H -3.57851 -4.92289 0.13112 -0.01 -0.01 0.00 0.00
N 3.48417 4.36407 0.24740 0.00 -0.02 -0.01 0.01
C 4.08753 5.40118 0.85682 0.02 0.02 0.02 0.00
C 3.90092 5.23090 2.20819 -0.01 -0.01 -0.03 0.00
C 3.16044 4.04423 2.31388 -0.03 0.00 0.02 0.01
N 2.90962 3.52457 1.11949 0.01 -0.08 0.04 0.08
H 3.42650 4.17444 -0.73832 0.00 0.01 0.01 0.00
H 4.59590 6.16616 0.29561 0.00 0.00 -0.01 0.00
H 4.24844 5.86755 3.00140 0.01 0.01 0.00 0.00
H 2.79873 3.54814 3.20054 0.00 0.00 0.00 0.00
C -1.31892 3.56131 -1.27486 -0.05 0.04 0.07 0.06
Si -0.38001 3.73176 0.35622 -0.21 0.03 -0.01 0.24
C 0.32834 5.46801 0.45727 -0.01 -0.03 -0.02 0.03
C -1.54468 3.52308 1.83195 0.08 0.05 -0.01 0.06
H -2.31357 4.00941 -1.18478 0.01 0.04 0.01 0.01
H -1.44738 2.52842 -1.60225 0.00 0.00 0.03 0.00
H -0.78141 4.09091 -2.06477 0.00 -0.02 -0.01 0.00
H -0.49791 6.18316 0.40590 0.01 0.02 0.01 0.01
H 1.00765 5.69205 -0.36585 -0.01 -0.01 -0.04 0.00
H 0.86419 5.64091 1.39170 0.00 -0.01 0.02 0.00
H -2.38020 4.22272 1.73286 -0.01 0.00 0.01 0.01
H -1.02486 3.76489 2.76210 -0.01 0.00 0.01 0.00
H -1.95617 2.51874 1.92857 0.01 0.00 -0.03 0.00
```
Forces are in eV/Å.

Relative energy (zero: lowest compared OMol25 entry of this formula, charge and spin) = 1.389 eV
2S+1 = 6
<S²> = 8.794
HOMO (alpha / beta) = -9.248 / -10.622 eV
Total charge = +1

=====

[2]
ORCA calculation (ωB97M-V/def2-TZVPD) on a cluster of 7 separate species, C36H46F18N3O16 in total.

```
119
Properties=species:S:1:pos:R:3:forces:R:3:mulliken_charge:R:1
C 1.52817 -0.37824 -0.82052 0.00 -0.06 0.16 -1.14
C 0.08828 -0.61646 -1.27442 0.22 -0.33 -0.26 -0.19
N -0.35618 0.50223 -2.13738 -0.03 -0.20 -0.31 -0.85
N -1.66672 0.90737 -1.93346 0.01 0.11 0.10 0.68
C -2.63606 0.11216 -2.41906 -0.15 -0.14 -0.01 -0.28
C -3.95933 0.42757 -2.24877 0.03 0.14 0.10 -0.72
C -4.28611 1.60739 -1.58767 0.19 0.10 -0.12 0.09
C -5.73888 1.95849 -1.41211 -0.25 -0.06 -0.26 0.21
O -6.59901 1.28811 -1.90067 0.09 0.01 0.24 -0.44
O -5.93842 3.08156 -0.69230 0.61 -0.24 0.43 -0.46
C -3.27359 2.42502 -1.10889 -0.34 0.01 -0.06 0.38
C -1.95414 2.05732 -1.26522 0.17 -0.06 0.04 -1.08
N -0.85673 2.80207 -0.81318 -0.50 0.00 -0.19 0.87
C -0.40105 3.83445 -1.80145 0.09 0.33 -0.08 0.77
C 1.07335 3.89081 -2.00720 0.10 -0.05 0.60 -1.29
O -1.22801 4.49498 -2.34205 -0.02 -0.20 -0.13 -0.46
C -0.88032 3.32774 0.50799 0.48 -0.02 0.26 0.57
C -1.59969 2.55273 1.57101 -0.29 0.09 -0.05 -1.35
O -0.27398 4.34074 0.73249 -0.03 0.02 -0.11 -0.59
H 1.57864 -0.39176 0.26194 0.10 0.04 0.17 0.03
H 1.90694 0.59146 -1.14360 0.03 0.05 -0.01 0.47
H 2.20628 -1.13965 -1.19361 -0.02 -0.03 -0.06 0.50
H -0.59130 -0.74563 -0.42966 -0.04 0.24 0.06 0.36
H 0.03888 -1.53492 -1.85947 -0.06 -0.01 -0.01 0.26
H 0.26049 1.29651 -2.06749 -0.09 0.07 0.25 0.25
H -2.31483 -0.77762 -2.93822 0.17 0.07 -0.04 0.48
H -4.72190 -0.22754 -2.64169 -0.08 0.04 0.01 0.57
H -6.55437 2.91916 0.03610 -0.46 0.17 -0.33 0.37
H -3.52382 3.35526 -0.62030 0.11 0.03 0.01 0.75
H 1.57778 3.61909 -1.08027 0.02 0.03 0.00 0.35
H 1.36266 4.89731 -2.29105 0.00 -0.03 -0.22 0.39
H 1.37671 3.16718 -2.76661 -0.05 0.09 -0.18 0.35
H -2.57574 3.01564 1.73292 0.00 0.02 0.03 0.33
H -1.03922 2.66852 2.49438 0.05 -0.11 0.02 0.47
H -1.76870 1.50701 1.32614 0.14 -0.07 0.04 0.30
C -9.19308 -0.57788 -1.29430 -0.18 -0.25 0.17 -0.86
C -9.92253 -0.64491 -2.61697 0.20 0.30 -0.04 -0.26
O -10.52618 -1.93783 -2.82166 -0.02 -0.03 -0.02 -0.33
C -11.67951 -2.14147 -2.19947 0.05 0.02 -0.05 0.32
O -12.26585 -1.37453 -1.49752 -0.02 0.01 0.03 -0.50
C -12.21061 -3.55001 -2.54406 0.04 0.09 0.06 0.91
F -11.24018 -4.46433 -2.44415 -0.01 -0.06 -0.01 -0.25
F -12.67081 -3.55917 -3.80001 -0.02 -0.04 -0.04 -0.25
F -13.19593 -3.88358 -1.72417 -0.04 -0.04 -0.01 -0.23
H -8.45789 -1.38128 -1.22455 0.05 0.05 -0.04 0.28
H -8.68402 0.37661 -1.20184 0.01 0.04 -0.04 0.16
H -9.88655 -0.68559 -0.46073 -0.04 0.03 -0.03 0.38
H -9.23280 -0.52476 -3.44955 -0.02 -0.10 -0.03 0.29
H -10.68416 0.12957 -2.69550 -0.09 -0.08 0.06 0.34
C -0.93901 6.90837 3.10341 -0.11 -0.23 -0.08 -0.92
C -1.30428 7.58937 4.40014 0.30 0.23 -0.18 -0.38
O -2.42680 6.92510 5.02796 -0.02 0.02 0.11 -0.32
C -2.15397 5.80961 5.67893 -0.01 0.07 -0.06 0.36
O -1.09014 5.28020 5.81113 0.02 -0.05 0.00 -0.52
C -3.45072 5.24458 6.29977 0.10 0.01 -0.05 0.90
F -4.45332 5.26023 5.41088 -0.05 -0.03 0.01 -0.25
F -3.81021 5.97790 7.35471 -0.05 0.00 0.03 -0.25
F -3.26345 3.98963 6.69343 -0.03 -0.03 0.03 -0.24
H -1.80666 6.85421 2.44352 0.01 0.09 -0.02 0.33
H -0.14407 7.45242 2.59567 0.01 0.04 0.05 0.39
H -0.59197 5.89160 3.28433 0.08 0.03 0.01 0.19
H -1.63833 8.61023 4.23422 -0.14 -0.04 0.03 0.36
H -0.46090 7.61922 5.08806 -0.04 -0.14 0.07 0.33
C 7.65381 -0.25617 1.18115 -0.14 0.17 0.11 -1.24
C 6.60459 -1.34167 1.10808 0.37 -0.10 -0.18 -0.13
O 5.52637 -1.07872 2.03933 -0.01 -0.09 0.02 -0.28
C 4.60162 -0.22172 1.67702 0.04 0.00 0.06 0.44
O 4.49548 0.36896 0.64067 -0.04 0.01 -0.07 -0.53
C 3.57661 -0.07706 2.82599 -0.04 0.02 -0.06 0.81
F 4.17231 0.06890 4.00426 -0.01 0.02 0.05 -0.26
F 2.79416 -1.16591 2.87538 -0.02 0.01 -0.02 -0.25
F 2.79085 0.98428 2.61566 -0.02 -0.04 -0.02 -0.18
H 8.01052 -0.13876 2.20430 0.05 -0.06 -0.01 0.32
H 8.49724 -0.51577 0.54326 0.01 -0.02 -0.01 0.39
H 7.25385 0.70228 0.85089 0.00 -0.03 -0.07 0.32
H 7.01129 -2.29713 1.42851 -0.09 -0.01 0.08 0.36
H 6.20889 -1.46198 0.10124 -0.17 0.10 0.05 0.28
C 0.92435 -5.98811 -2.79679 0.24 0.17 -0.01 -0.96
C 0.65293 -5.57397 -1.36900 -0.36 -0.07 -0.20 -0.16
O 1.86279 -5.58996 -0.57956 0.00 0.03 0.10 -0.31
C 2.66639 -4.55774 -0.70014 0.10 -0.07 -0.02 0.37
O 2.51801 -3.58348 -1.38342 -0.14 0.10 0.02 -0.56
C 3.89901 -4.74754 0.21452 -0.02 0.02 -0.07 0.94
F 4.40593 -5.96760 0.08700 0.09 -0.04 0.02 -0.23
F 3.55357 -4.55911 1.49487 -0.02 0.03 -0.01 -0.28
F 4.84013 -3.85534 -0.09891 -0.01 0.00 0.04 -0.24
H 1.41754 -6.95383 -2.82212 -0.07 0.04 0.05 0.17
H -0.01010 -6.05202 -3.35409 -0.03 -0.02 0.04 0.42
H 1.57472 -5.26964 -3.29603 -0.06 0.06 0.01 0.32
H -0.00729 -6.28210 -0.87432 0.10 -0.04 0.07 0.35
H 0.19532 -4.58602 -1.30690 0.13 0.06 0.02 0.20
C 3.35241 4.53668 2.62374 -0.07 0.14 -0.13 -0.64
C 4.30783 5.44250 3.37015 0.01 -0.31 0.16 -0.43
O 4.54545 6.66932 2.64500 0.01 0.05 -0.02 -0.34
C 3.61331 7.59929 2.76210 0.08 -0.10 0.02 0.38
O 2.60570 7.53465 3.40197 -0.13 0.04 0.01 -0.52
C 4.02042 8.85250 1.95693 -0.06 -0.09 0.04 0.90
F 4.45658 8.51756 0.73895 0.01 0.04 -0.04 -0.25
F 4.99871 9.49949 2.59562 0.04 0.05 -0.02 -0.25
F 2.98160 9.66821 1.82530 0.00 0.06 -0.02 -0.24
H 3.72496 4.34034 1.61723 0.05 -0.06 0.03 0.31
H 3.25360 3.58877 3.15251 0.02 0.01 0.00 0.27
H 2.36470 4.98980 2.53898 -0.01 0.00 0.06 0.11
H 5.28855 4.98311 3.46512 0.05 0.08 -0.07 0.34
H 3.94340 5.67826 4.36870 -0.07 0.09 -0.04 0.35
C 6.47893 -10.50426 -2.12807 -0.21 -0.03 0.05 -1.08
C 6.26048 -9.89763 -3.49524 0.37 0.00 0.06 -0.22
O 4.89977 -10.09445 -3.94787 -0.03 0.01 -0.01 -0.34
C 3.99768 -9.26416 -3.46697 0.07 -0.02 -0.05 0.39
O 4.16274 -8.35540 -2.70603 0.00 0.05 0.01 -0.51
C 2.61597 -9.59152 -4.07164 0.02 -0.02 0.07 0.90
F 2.35577 -10.89639 -4.04485 -0.02 -0.01 0.02 -0.25
F 2.56026 -9.17508 -5.34150 -0.01 0.03 -0.03 -0.27
F 1.66740 -8.95495 -3.38051 -0.07 -0.24 -0.10 -0.27
H 6.20934 -11.56026 -2.13254 0.07 -0.02 -0.03 0.31
H 7.52723 -10.41217 -1.84728 0.02 0.00 -0.02 0.37
H 5.87453 -10.00258 -1.37338 0.04 0.05 -0.01 0.30
H 6.87323 -10.39059 -4.24550 -0.10 -0.05 -0.05 0.32
H 6.49237 -8.83371 -3.51014 -0.12 0.03 0.03 0.31
```
Forces are in eV/Å.

HOMO = -12.661 eV
Total charge = +1

=====

One value per record, in order, for calculated total energy: -6812.292494 -4564.960770 Eh.